208
Properties=species:S:1:pos:R:3:forces:R:3:lowdin_charge:R:1 method="wB97M-V/def2-TZVPD" lumo_energy_ev=-0.5 homo_energy_ev=-10.16 e_above_lowest_kcal_mol=0.00 homo_lumo_gap_ev=9.66 energy_ha=-6107.98330
C -7.817073 -1.198186 2.896402 0.21 -0.38 -0.79 -0.021
C -6.341813 -1.036006 2.557262 -0.92 0.57 2.05 -0.299
C -5.980653 -1.179926 1.100622 -0.71 0.13 1.09 -0.062
O -5.320993 0.072074 0.842042 0.65 -1.28 -1.43 0.083
C -5.269583 0.853054 1.904832 -0.59 3.34 0.36 -0.536
O -4.783883 1.990754 1.875602 -0.80 -2.95 0.37 0.094
O -6.030343 0.352794 2.907372 1.33 -0.47 -0.67 0.082
H -8.117253 -2.188466 2.553852 -0.17 -0.20 0.26 0.087
H -8.391643 -0.494586 2.293982 -0.05 0.17 0.13 0.093
H -8.046203 -1.068976 3.954182 0.17 -0.03 -0.12 0.091
H -5.750363 -1.694416 3.193492 0.22 0.20 0.08 0.145
H -6.935483 -1.294046 0.587412 0.35 0.42 -0.82 0.136
H -5.386173 -2.084086 0.969532 0.45 0.59 -0.53 0.115
C -4.939933 4.854304 -0.839528 0.86 -0.16 -0.33 0.004
C -3.685913 4.503404 -1.601958 0.25 0.15 1.83 -0.362
C -3.309323 3.032244 -1.493698 0.00 0.73 1.67 -0.084
O -3.123613 2.686874 -2.822128 1.47 -3.13 -0.10 0.115
C -3.553763 3.583064 -3.628278 -0.95 1.35 -3.73 -0.582
O -3.634733 3.506554 -4.849048 0.38 -0.04 2.06 0.114
O -3.926763 4.658324 -2.943388 -0.84 1.16 -2.24 0.103
H -5.207133 5.862584 -1.155878 -0.37 -0.05 0.44 0.091
H -4.709693 4.753524 0.221102 -0.41 0.20 0.07 0.093
H -5.665413 4.108274 -1.163918 -0.40 0.27 0.28 0.096
H -2.841293 5.151174 -1.367188 -0.04 0.00 0.39 0.137
H -4.101583 2.436754 -1.040008 -0.05 -0.14 -0.09 0.133
H -2.405883 2.932354 -0.892098 0.15 -0.30 -0.28 0.126
C -5.991243 -7.135876 -1.781898 -0.65 -0.06 -0.37 -0.020
C -5.572423 -6.341666 -0.596688 -0.11 -0.64 -0.61 -0.325
C -4.157233 -6.628346 -0.105508 0.18 0.55 -0.79 -0.044
O -3.577663 -5.303426 -0.108988 0.17 1.20 0.78 0.032
C -4.406883 -4.380346 -0.680608 0.51 1.09 0.18 -0.510
O -4.198103 -3.173126 -0.813638 -0.02 -3.01 0.38 0.106
O -5.511053 -5.004006 -1.082468 -0.34 1.13 0.27 0.089
H -6.191333 -8.168526 -1.496068 0.35 -0.13 -0.37 0.099
H -5.274423 -6.962626 -2.584548 0.13 -0.65 -0.04 0.088
H -6.930053 -6.705336 -2.130298 -0.14 -0.14 -0.04 0.094
H -6.358623 -6.428466 0.153282 0.28 0.33 0.42 0.155
H -3.518833 -7.158816 -0.812018 -0.44 -0.38 -0.17 0.140
H -4.130043 -7.164976 0.842852 0.22 0.65 0.25 0.139
C 4.731937 -0.209236 2.519202 -1.09 0.26 -0.26 0.004
C 4.497177 -1.256066 1.385992 2.72 2.36 1.22 -0.243
C 5.564557 -1.041076 0.240392 -0.87 -0.57 -0.52 -0.067
O 6.111957 -2.352716 0.079862 -0.22 -1.06 0.81 0.054
C 5.705247 -3.153126 1.132382 -0.74 -1.88 -2.11 -0.521
O 5.837837 -4.360806 1.176492 0.64 2.01 0.15 0.125
O 4.918547 -2.473676 1.947662 -0.14 -0.79 0.73 0.078
H 5.735387 0.176314 2.699622 0.37 -0.65 -0.48 0.089
H 4.389387 -0.631946 3.463692 -0.17 0.03 0.01 0.080
H 4.151857 0.691134 2.316872 -0.36 0.03 0.11 0.054
H 3.449457 -1.347286 1.099532 0.24 0.15 -0.32 0.129
H 6.434247 -0.389646 0.326312 -0.40 0.35 1.01 0.126
H 5.068917 -0.711046 -0.672588 -0.07 -0.40 -0.24 0.112
C -1.444873 -3.629336 1.509862 0.80 -0.09 0.18 0.002
C -2.381843 -3.496496 2.686032 -0.47 -1.79 -0.76 -0.324
C -1.931573 -4.005376 4.044692 0.92 -0.99 -0.63 -0.052
O -2.091033 -2.870686 4.894582 0.19 -0.43 1.36 0.110
C -2.620173 -1.853096 4.244902 -1.59 1.73 0.27 -0.512
O -3.078073 -0.811526 4.723972 1.57 -2.45 -1.07 0.131
O -2.691323 -2.164686 2.941142 -0.43 2.35 -0.27 0.072
H -1.838003 -3.066886 0.662992 0.25 0.20 0.11 0.063
H -1.242903 -4.634026 1.138502 -0.67 -0.32 0.37 0.087
H -0.445533 -3.338106 1.833292 0.08 0.72 -0.22 0.086
H -3.331033 -3.963916 2.423982 -0.16 -0.19 -0.08 0.143
H -0.909253 -4.383316 4.032662 0.34 0.63 0.14 0.125
H -2.472273 -4.902666 4.345722 -0.56 0.50 0.51 0.139
C 2.632147 -2.829636 -4.964088 -0.64 0.44 -1.80 -0.011
C 3.321927 -1.469636 -5.081688 -0.47 -1.12 1.50 -0.294
C 2.997417 -0.602296 -3.848188 -0.38 0.64 -0.92 -0.050
O 4.266627 -0.005416 -3.553988 -0.05 0.30 0.20 0.038
C 5.239717 -0.654246 -4.214958 3.71 -0.03 0.39 -0.510
O 6.451607 -0.411276 -4.090018 -4.00 -0.64 -0.51 0.111
O 4.711527 -1.633216 -4.986228 1.78 0.51 0.41 0.090
H 1.682167 -2.650636 -5.467658 -0.64 -0.08 0.58 0.076
H 2.487867 -3.240976 -3.965038 0.31 0.42 -0.13 0.076
H 3.012287 -3.603906 -5.630488 0.75 0.12 0.17 0.096
H 3.170747 -0.910916 -6.005308 -0.59 -0.28 -0.14 0.157
H 2.581787 -1.110146 -2.977868 0.37 -0.27 -0.05 0.125
H 2.298547 0.177294 -4.151398 0.03 0.05 0.25 0.115
C -2.342283 1.663714 -7.754508 -1.36 1.11 -1.15 -0.029
C -2.178853 0.385654 -7.053568 1.33 0.24 -0.37 -0.344
C -0.691603 0.022454 -6.872638 -1.36 0.03 0.19 -0.047
O -0.687633 -0.354626 -5.489418 2.81 -1.18 -0.91 0.072
C -1.759003 0.048294 -4.889668 -2.72 -0.27 3.47 -0.589
O -2.016143 -0.137886 -3.707948 0.85 0.46 -1.92 0.117
O -2.621763 0.594474 -5.740088 -0.67 -0.26 0.62 0.111
H -3.389033 1.698344 -8.056508 -0.05 0.37 -0.27 0.095
H -1.734563 1.768174 -8.653318 0.09 -0.05 0.05 0.094
H -2.227693 2.508684 -7.075538 0.38 -0.08 0.00 0.096
H -2.738103 -0.414456 -7.538508 -0.04 -0.18 0.21 0.161
H -0.049873 0.895844 -6.988668 0.13 -0.21 -0.17 0.126
H -0.486163 -0.809156 -7.546678 0.67 0.00 0.40 0.138
C 0.125097 -3.996206 -3.332048 -0.74 0.12 1.02 0.000
C -1.382703 -3.969316 -2.888608 1.81 0.45 -0.24 -0.272
C -2.244463 -3.183246 -3.854578 -0.04 0.68 1.49 -0.063
O -3.225383 -4.140836 -4.234908 -1.48 2.66 -1.80 0.122
C -2.887093 -5.315896 -3.880598 0.76 -5.32 -2.28 -0.600
O -3.248253 -6.378146 -4.431168 0.09 2.79 2.10 0.086
O -1.893343 -5.275936 -3.006888 0.27 -1.36 0.95 0.087
H 0.274197 -4.204096 -4.391598 -0.50 -0.24 -0.03 0.082
H 0.663347 -4.744406 -2.750168 -0.03 -0.07 -0.01 0.084
H 0.637597 -3.051366 -3.151198 -0.45 0.15 0.26 0.055
H -1.561153 -3.631816 -1.867658 0.50 -0.02 0.06 0.138
H -1.593233 -2.808286 -4.644138 -0.71 -0.09 -0.56 0.127
H -2.745363 -2.384716 -3.307268 0.03 0.14 -0.54 0.127
C -0.143973 6.235404 3.830122 -0.07 0.53 0.01 0.004
C 1.214067 5.489144 3.946122 -2.24 0.72 0.28 -0.258
C 1.397357 4.680364 5.222762 -0.12 -1.04 0.32 -0.046
O 1.758397 3.398944 4.699652 1.84 -1.06 1.12 0.055
C 1.660807 3.326174 3.383142 0.09 -2.00 0.90 -0.607
O 1.850317 2.320024 2.741112 0.09 1.14 0.05 0.125
O 1.236497 4.470004 2.966492 -0.57 1.80 -3.14 0.095
H -1.050373 5.702144 4.116782 0.43 -0.68 0.25 0.077
H -0.401063 6.580464 2.828652 0.60 -0.15 -0.30 0.073
H -0.177473 7.143524 4.432032 0.42 0.00 0.23 0.086
H 2.034717 6.174724 3.734872 0.08 -0.04 0.18 0.151
H 0.548647 4.324454 5.806802 -0.66 1.35 0.04 0.139
H 2.141757 5.088154 5.906632 0.20 -0.25 -0.20 0.140
C -1.715743 2.116984 2.847622 -0.61 0.58 -0.73 0.001
C -1.889433 2.505574 4.308572 0.29 -0.37 -0.87 -0.289
C -3.232393 2.164674 4.954042 -0.93 1.40 -1.56 -0.115
O -2.924233 1.725164 6.228032 1.07 -0.04 1.56 0.082
C -1.592073 1.472234 6.294602 -1.01 -0.93 0.00 -0.562
O -1.031693 0.971634 7.215732 0.17 0.26 0.19 0.163
O -1.033313 1.770204 5.120772 2.18 -1.46 0.84 0.054
H -0.715693 2.114084 2.414022 0.40 -0.04 0.78 0.060
H -2.190263 2.872904 2.221912 -0.39 0.14 0.09 0.084
H -2.202383 1.183814 2.563902 0.02 -0.07 0.48 0.066
H -1.501183 3.500324 4.527272 -0.88 0.73 -0.58 0.133
H -3.792883 1.377554 4.449672 0.13 0.27 -0.23 0.108
H -3.785953 3.102104 5.007702 -0.52 -0.26 0.09 0.142
C 4.540157 3.526004 -3.983278 0.50 -0.76 0.11 -0.003
C 3.108737 3.778684 -4.318138 0.11 -0.14 -0.91 -0.279
C 2.473957 3.100924 -5.590438 2.62 2.47 -0.22 -0.098
O 1.496897 2.304484 -5.094388 -2.16 -1.68 0.17 0.071
C 1.316837 2.536744 -3.790378 -4.57 -2.91 2.64 -0.550
O 0.389457 2.100954 -3.071008 2.79 1.16 -2.88 0.130
O 2.291477 3.210764 -3.309518 1.49 1.87 1.59 0.085
H 4.826637 2.475794 -4.038888 -0.10 -0.13 -0.44 0.085
H 4.699897 3.731874 -2.924878 0.09 0.60 -0.07 0.070
H 5.179417 4.127684 -4.629358 0.15 -0.04 0.22 0.103
H 2.994747 4.862014 -4.357068 -0.55 0.05 0.16 0.150
H 3.262737 2.570984 -6.124388 -0.32 -0.32 -0.17 0.142
H 2.045697 3.891614 -6.206468 -0.01 -0.21 -0.31 0.138
C -1.978623 -0.173436 0.147772 0.12 -0.39 0.02 0.011
C -0.678943 -0.094056 -0.650718 -2.32 -0.66 -0.90 -0.309
C 0.419297 0.650854 -0.032258 0.22 1.29 1.16 -0.098
O 1.579207 -0.143866 -0.241098 0.50 -0.57 -0.10 0.061
C 1.201427 -1.408096 -0.547438 0.22 -0.67 -0.81 -0.486
O 1.993037 -2.338556 -0.665588 -2.02 1.89 0.20 0.106
O -0.153143 -1.415456 -0.791668 1.99 -1.32 0.22 0.078
H -1.802743 -0.585566 1.141412 0.26 0.54 0.31 0.073
H -2.699653 -0.898066 -0.230528 0.13 0.08 -0.74 0.082
H -2.483193 0.792714 0.156742 0.09 0.02 0.30 0.073
H -0.900003 0.287454 -1.647558 0.06 -0.18 -0.17 0.123
H 0.246327 0.745544 1.039752 0.30 0.11 0.13 0.112
H 0.505077 1.638984 -0.484308 0.44 -0.07 0.08 0.128
C 2.366607 0.569894 5.977292 -0.30 0.44 -0.03 0.002
C 1.434587 -0.506106 5.384392 1.15 0.90 -0.63 -0.258
C 1.155607 -0.335906 3.888082 1.33 0.31 0.22 -0.083
O 1.180747 -1.686166 3.444282 -1.55 -1.22 -1.43 0.044
C 1.917307 -2.447196 4.257152 -0.12 0.85 0.86 -0.551
O 2.197497 -3.595606 4.093622 -0.02 0.35 -0.08 0.164
O 2.266587 -1.661156 5.307322 0.61 -1.90 0.32 0.066
H 1.823717 1.406844 6.416482 -0.06 -0.28 0.21 0.072
H 3.025007 1.022704 5.235962 -0.34 -0.14 -0.58 0.070
H 3.109967 0.164084 6.663472 -0.62 -0.33 0.45 0.089
H 0.533447 -0.780526 5.932792 0.06 0.40 0.33 0.153
H 2.059387 0.043864 3.411572 -0.25 0.79 0.19 0.098
H 0.286577 0.241734 3.573102 -0.08 -0.55 0.14 0.117
C 4.150247 2.118464 -0.405318 1.00 -0.31 -0.17 0.009
C 5.387557 2.949564 -0.054998 -0.26 -0.12 1.07 -0.253
C 5.243797 3.795654 1.228962 -0.76 0.61 -0.95 -0.107
O 6.427377 3.624584 1.956532 0.36 0.57 0.03 0.082
C 7.101317 2.583444 1.442632 0.47 -0.85 1.79 -0.599
O 7.989627 2.033514 2.023902 0.02 0.38 -0.64 0.161
O 6.545687 2.166264 0.324262 -0.62 -0.80 -1.85 0.091
H 3.989707 1.349984 0.350832 -0.24 0.19 -0.03 0.068
H 4.315397 1.626064 -1.363628 0.00 -0.16 -0.03 0.075
H 3.259927 2.734164 -0.533178 0.06 0.11 0.28 0.076
H 5.660237 3.572494 -0.906888 0.24 0.02 0.05 0.134
H 4.423957 3.503984 1.885392 -0.30 -0.01 -0.30 0.129
H 5.153527 4.817814 0.861342 -0.15 0.32 0.69 0.125
C 2.401497 7.553144 0.194262 0.28 -0.35 -0.44 0.010
C 1.571987 6.626924 -0.673598 -0.43 0.47 -0.58 -0.309
C 1.906947 5.171564 -0.720958 1.86 -0.98 0.54 -0.088
O 0.743597 4.487414 -0.280558 0.50 -1.32 -0.78 0.100
C -0.167523 5.372534 0.069412 -2.89 -1.92 1.62 -0.601
O -1.278273 5.107684 0.515792 1.98 0.37 -0.90 0.117
O 0.316857 6.553884 -0.060838 -1.52 3.35 0.53 0.108
H 1.902297 8.504434 0.378492 -0.09 -0.10 -0.24 0.095
H 3.368327 7.745294 -0.270948 0.09 0.00 0.16 0.092
H 2.524297 7.055284 1.156122 0.22 0.03 0.06 0.083
H 1.390167 6.935364 -1.703118 0.24 0.74 0.04 0.161
H 2.704107 4.986424 -0.000978 0.09 -0.36 0.15 0.120
H 2.248527 4.800844 -1.687388 -0.37 0.01 0.09 0.119
C 2.111527 -5.269246 0.365732 0.20 0.19 -0.22 -0.022
C 2.105947 -6.461216 1.297112 1.70 1.48 -0.30 -0.296
C 3.032517 -6.266926 2.520792 1.39 -0.69 -1.40 -0.095
O 2.273527 -6.867476 3.527352 -1.69 -0.41 2.04 0.083
C 0.977657 -6.834246 3.194212 -3.75 -0.20 1.65 -0.507
O -0.067553 -7.079596 3.853632 4.19 0.60 -1.45 0.069
O 0.854877 -6.425086 1.931202 -1.06 -0.49 -0.05 0.061
H 2.994407 -5.112536 -0.253998 0.18 -0.51 0.08 0.092
H 2.064697 -4.371276 0.981812 -0.37 0.04 -0.07 0.074
H 1.251057 -5.336686 -0.299958 -0.06 0.20 0.03 0.076
H 2.246287 -7.418116 0.794352 0.00 -0.09 0.04 0.157
H 3.336027 -5.237956 2.713712 -0.70 0.15 0.22 0.112
H 3.968517 -6.825496 2.520662 -0.04 -0.09 -0.53 0.140